Record 1
{
  "formula": "C4H9NO",
  "method": "ωB97M-V/def2-TZVPD",
  "species": ["N", "O", "H", "C", "H", "H", "H", "H", "C", "C", "H", "H", "H", "C", "H"],
  "positions_angstrom": [[0.521, 0.252, -0.159], [-0.733, 0.052, 1.869], [2.590, 0.806, 0.174], [-0.768, -0.220, 0.683], [0.101, 1.154, -2.123], [1.326, 1.755, 0.965], [-1.161, -1.875, -0.581], [-2.652, -1.055, -0.095], [1.623, 0.737, 0.696], [0.714, 0.570, -1.448], [-1.374, 0.419, -0.938], [1.757, 0.500, -1.816], [-1.821, -2.060, 1.107], [-1.666, -1.387, 0.245], [1.700, 0.127, 1.587]],
  "lowdin_charge": [-0.1628, 0.0290, 0.0920, -0.4709, 0.0422, 0.1009, 0.0654, 0.0627, -0.0592, -0.0201, 0.1561, 0.0753, 0.0861, -0.0772, 0.0803],
  "e_above_lowest_kj_mol": 626.2,
  "e_homo_ev": [-7.3, -8.4],
  "lumo_energy_ev": [-0.7, -0.1],
  "total_energy_ha": -287.59395
}

Record 2
{
  "formula": "C4H9NO",
  "method": "ωB97M-V/def2-TZVPD",
  "species": ["C", "H", "H", "H", "O", "H", "N", "H", "H", "H", "C", "H", "C", "C", "H"],
  "positions_angstrom": [[-2.012, -0.535, 0.546], [0.273, -1.968, 1.754], [0.631, -2.608, 1.871], [0.870, 1.960, -0.852], [-3.019, -0.986, 0.140], [1.321, -0.040, -2.281], [-0.969, -0.181, 1.047], [-0.599, 1.864, 1.082], [-0.642, 1.174, -1.305], [1.999, -0.307, -0.670], [-0.091, 0.946, 0.764], [0.483, -1.100, -1.141], [1.062, -0.172, -1.226], [0.280, 1.042, -0.718], [0.815, 0.839, 1.373]],
  "lowdin_charge": [-0.3273, 0.0018, 0.0333, 0.1078, 0.1464, 0.0694, 0.0727, 0.1152, 0.1097, 0.0748, -0.2193, 0.0675, -0.1117, -0.2518, 0.1114],
  "e_above_lowest_kj_mol": 155.6,
  "smiles": "CCCN=C=O.[H][H]",
  "e_homo_ev": -10.3,
  "lumo_energy_ev": 0.9,
  "total_energy_ha": -287.77318
}

Record 3
{
  "formula": "C4H9NO",
  "method": "ωB97M-V/def2-TZVPD",
  "species": ["N", "H", "H", "H", "O", "H", "H", "C", "H", "C", "C", "H", "C", "H", "H"],
  "positions_angstrom": [[1.439, 0.337, -0.824], [2.278, 0.331, 0.987], [-0.490, -0.963, -0.610], [-3.041, 0.391, 0.455], [-0.509, 0.910, 0.287], [-2.187, -0.957, 1.237], [2.362, -1.162, 0.274], [-2.426, -0.494, 0.274], [-1.372, 0.310, -1.452], [-1.169, -0.115, -0.468], [2.551, -0.131, -0.030], [-3.000, -1.208, -0.324], [0.787, 1.010, 0.052], [1.232, 1.816, 0.650], [3.545, -0.074, -0.508]],
  "lowdin_charge": [-0.0194, 0.0872, 0.1153, 0.0781, -0.0287, 0.0799, 0.0705, -0.0736, 0.1250, -0.2441, -0.1578, 0.0795, -0.3342, 0.1441, 0.0782],
  "e_above_lowest_kj_mol": 294.6,
  "smiles": "CCO/C=N/C",
  "e_homo_ev": -8.8,
  "lumo_energy_ev": 1.1,
  "total_energy_ha": -287.72024
}

Record 4
{
  "formula": "C4H9NO",
  "method": "ωB97M-V/def2-TZVPD",
  "species": ["H", "H", "H", "H", "H", "H", "H", "C", "C", "H", "H", "C", "O", "N", "C"],
  "positions_angstrom": [[1.737, -0.710, -0.197], [-1.831, -3.049, -0.167], [1.435, 3.117, 2.232], [-0.313, 1.436, -0.815], [-0.030, 3.254, 1.075], [-0.829, -1.242, -1.555], [1.756, 0.830, 1.444], [0.430, 0.932, -0.219], [0.941, 1.439, 1.049], [0.262, -2.270, -0.980], [-2.864, -1.986, -0.663], [0.761, 2.669, 1.534], [-2.368, -2.772, -0.916], [0.133, -1.315, -1.272], [0.782, -0.333, -0.549]],
  "lowdin_charge": [0.1104, 0.0411, 0.0377, 0.0967, 0.0489, 0.0604, 0.0931, -0.1372, -0.2306, 0.0759, 0.0474, -0.0247, -0.0582, 0.0482, -0.2092],
  "e_above_lowest_kj_mol": 251.8,
  "smiles": "C=C/C=C/N.O",
  "e_homo_ev": -7.4,
  "lumo_energy_ev": 0.6,
  "total_energy_ha": -287.73653
}

Record 5
{
  "formula": "C4H9NO",
  "method": "ωB97M-V/def2-TZVPD",
  "species": ["C", "H", "C", "H", "H", "H", "H", "N", "H", "H", "H", "C", "H", "C", "O"],
  "positions_angstrom": [[1.133, -0.247, 0.376], [3.039, 0.979, 0.311], [-1.174, -0.483, -0.556], [-1.162, -1.454, -0.052], [0.381, 0.756, -1.252], [-2.097, 1.463, -0.375], [3.161, -0.859, -0.057], [0.192, -0.023, -0.641], [1.314, 0.584, 1.224], [-1.517, -0.674, -1.582], [-1.761, 0.659, 1.172], [2.557, 0.030, 0.091], [-3.135, 0.128, 0.172], [-2.104, 0.497, 0.145], [1.173, -1.356, 1.026]],
  "lowdin_charge": [-0.7015, 0.0631, -0.2701, 0.1114, 0.1290, 0.0686, 0.0702, -0.0022, 0.1970, 0.1124, 0.0709, 0.1685, 0.0694, -0.0977, 0.0110],
  "e_above_lowest_kj_mol": 510.5,
  "e_homo_ev": [-8.8, -8.7],
  "lumo_energy_ev": [-1.1, -0.6],
  "total_energy_ha": -287.63802
}

Record 6
{
  "formula": "C4H9NO",
  "method": "ωB97M-V/def2-TZVPD",
  "species": ["H", "H", "H", "H", "O", "C", "H", "C", "C", "H", "H", "N", "C", "H", "H"],
  "positions_angstrom": [[1.500, 0.913, -1.248], [-2.361, 0.797, -1.092], [-1.247, -1.653, -0.043], [-2.327, -0.249, 0.356], [2.247, 0.497, -0.787], [1.790, 0.238, 0.513], [2.525, -0.417, 0.991], [0.377, -0.340, 0.557], [-0.318, -1.204, -0.443], [-0.007, -0.459, 1.575], [0.125, -1.714, -1.291], [-0.473, 0.229, -0.476], [-1.826, 0.612, -0.154], [-1.829, 1.522, 0.451], [1.758, 1.169, 1.111]],
  "lowdin_charge": [0.0809, 0.0849, 0.0992, 0.0819, -0.0665, -0.2370, 0.1173, -0.2500, -0.1057, 0.1409, 0.1089, -0.1581, -0.0981, 0.0841, 0.1172],
  "e_above_lowest_kj_mol": 240.1,
  "smiles": "CN1C[C@H]1CO",
  "e_homo_ev": -9.6,
  "lumo_energy_ev": 1.1,
  "total_energy_ha": -287.74100
}

Record 7
{
  "formula": "C4H9NO",
  "method": "ωB97M-V/def2-TZVPD",
  "species": ["C", "H", "H", "H", "H", "O", "H", "H", "H", "C", "C", "C", "H", "N", "H"],
  "positions_angstrom": [[1.677, 0.198, -0.225], [-1.409, 1.551, 0.016], [2.629, 0.612, -0.546], [0.955, -0.134, -2.305], [-2.258, -0.762, -0.579], [-1.672, -1.252, 0.013], [-1.750, -0.209, 1.789], [-0.244, 1.573, 1.326], [1.720, -0.316, 0.735], [-1.058, -0.378, 0.957], [0.707, -0.241, -1.254], [-0.569, 0.991, 0.450], [-0.203, -0.942, 1.350], [0.514, 1.012, -0.530], [0.017, -1.046, -1.025]],
  "lowdin_charge": [-0.1481, 0.1150, 0.0984, 0.1004, 0.0965, -0.0971, 0.1133, 0.1212, 0.0990, -0.2490, -0.1395, -0.1909, 0.1090, -0.1118, 0.0837],
  "e_above_lowest_kj_mol": 253.7,
  "smiles": "OCCN1CC1",
  "e_homo_ev": -9.0,
  "lumo_energy_ev": 1.0,
  "total_energy_ha": -287.73583
}

Record 8
{
  "formula": "C4H9NO",
  "method": "ωB97M-V/def2-TZVPD",
  "species": ["C", "H", "C", "H", "O", "C", "H", "N", "H", "H", "H", "H", "H", "H", "C"],
  "positions_angstrom": [[0.960, -0.496, 1.198], [0.692, -1.384, 1.759], [-2.312, 0.478, 0.230], [3.126, 0.051, -0.500], [2.885, -0.663, -1.102], [0.172, -0.021, 0.248], [-2.863, -0.386, 0.616], [0.003, 1.048, -0.635], [0.552, 0.945, -1.487], [-2.014, 1.100, 1.078], [-2.972, 1.062, -0.418], [-1.209, -0.669, -1.328], [1.882, 0.016, 1.460], [2.168, -1.102, -0.625], [-1.071, 0.020, -0.493]],
  "lowdin_charge": [0.0360, 0.0657, -0.0590, 0.0294, -0.0745, -0.3616, 0.0778, 0.1023, 0.1086, 0.0836, 0.0751, 0.1399, 0.0648, -0.0029, -0.2851],
  "e_above_lowest_kj_mol": 269.9,
  "smiles": "C=C1N[C@@H]1C.O",
  "e_homo_ev": -9.3,
  "lumo_energy_ev": 0.9,
  "total_energy_ha": -287.72965
}

Record 9
{
  "formula": "C4H9NO",
  "method": "ωB97M-V/def2-TZVPD",
  "species": ["H", "C", "H", "H", "C", "H", "H", "H", "C", "H", "H", "N", "C", "O", "H"],
  "positions_angstrom": [[0.334, -0.232, 2.079], [-0.015, 1.566, -0.484], [0.032, 1.678, -1.588], [-0.463, 2.440, 0.005], [0.623, 0.756, 0.252], [-1.841, -1.371, -1.928], [-1.383, -0.093, -0.604], [1.214, -1.333, -0.002], [1.590, -0.408, 0.245], [2.660, -0.155, -0.106], [2.064, 0.737, 2.067], [-1.867, -1.019, -0.864], [1.151, 0.302, 1.524], [-1.150, -1.787, -0.078], [-2.948, -1.081, -0.518]],
  "lowdin_charge": [0.1218, -0.0139, 0.0857, 0.0723, -0.3610, 0.1834, 0.1051, 0.0431, -0.0999, 0.1307, 0.1306, -0.1452, -0.1075, -0.3308, 0.1858],
  "e_above_lowest_kj_mol": 647.9,
  "smiles": "[NH3+][O-].C=C1CC1",
  "e_homo_ev": -8.4,
  "lumo_energy_ev": 0.7,
  "total_energy_ha": -287.58568
}

Record 10
{
  "formula": "C4H9NO",
  "method": "ωB97M-V/def2-TZVPD",
  "species": ["H", "H", "H", "N", "H", "C", "H", "O", "C", "H", "H", "H", "C", "C", "H"],
  "positions_angstrom": [[-0.354, 1.201, 2.225], [-0.536, -1.214, 0.864], [0.429, 0.906, -1.280], [-1.021, -0.632, -0.660], [-0.173, -1.069, -2.591], [-0.024, -1.232, -1.525], [1.862, 0.181, 0.864], [0.326, -1.082, 1.370], [0.304, -0.021, -0.724], [0.276, -2.243, -1.255], [0.697, 2.250, 1.232], [-0.812, 1.635, 0.586], [0.046, 1.369, 1.224], [0.774, 0.080, 0.729], [-1.796, -0.130, -1.060]],
  "lowdin_charge": [0.0776, 0.0775, 0.1387, -0.0213, 0.1051, -0.0993, 0.1414, -0.0743, -0.2649, 0.1098, 0.0730, 0.0705, -0.0462, -0.3991, 0.1115],
  "e_above_lowest_kj_mol": 231.4,
  "smiles": "C[C@@H](O)[C@H]1CN1",
  "e_homo_ev": -9.6,
  "lumo_energy_ev": 1.0,
  "total_energy_ha": -287.74433
}

Record 11
{
  "formula": "C4H9NO",
  "method": "ωB97M-V/def2-TZVPD",
  "species": ["H", "H", "C", "H", "H", "N", "H", "O", "C", "H", "H", "H", "C", "C", "H"],
  "positions_angstrom": [[-2.363, 0.856, 0.985], [-2.213, -0.217, 2.382], [1.716, 0.280, -1.872], [-1.419, -1.448, 0.303], [2.493, -0.007, -1.160], [0.435, -0.022, -1.265], [1.818, 1.348, -2.084], [1.343, 0.038, 0.794], [-1.645, 0.299, 1.600], [0.207, -0.859, 1.560], [1.835, -0.292, -2.796], [-0.990, 1.018, 2.099], [0.354, -0.161, 0.064], [-0.778, -0.717, 0.854], [-0.392, -0.081, -1.833]],
  "lowdin_charge": [0.0675, 0.0692, -0.0685, 0.1191, 0.0847, 0.0216, 0.0857, -0.0118, -0.1148, 0.1653, 0.0822, 0.0750, -0.5440, -0.1708, 0.1395],
  "e_above_lowest_kj_mol": 186.5,
  "smiles": "CCC(=O)NC",
  "e_homo_ev": -9.4,
  "lumo_energy_ev": 0.9,
  "total_energy_ha": -287.76140
}

Record 12
{
  "formula": "C4H9NO",
  "method": "ωB97M-V/def2-TZVPD",
  "species": ["H", "C", "H", "H", "O", "N", "H", "H", "C", "H", "C", "H", "H", "H", "C"],
  "positions_angstrom": [[-2.169, 1.452, 0.048], [-2.239, 0.400, 0.341], [-1.385, -1.508, -0.259], [1.383, 1.682, -0.747], [1.356, -1.660, 0.649], [0.020, 0.089, -0.468], [-1.934, 0.322, 1.390], [2.685, -0.063, 1.351], [2.349, -0.546, 0.433], [-1.650, -0.362, -1.584], [0.971, -0.521, 0.055], [2.102, 1.851, -0.624], [3.122, -0.770, -0.301], [-3.283, 0.082, 0.257], [-1.327, -0.448, -0.540]],
  "lowdin_charge": [0.0720, -0.1020, 0.1117, 0.0375, 0.0574, 0.0550, 0.0717, 0.1123, -0.0290, 0.1088, -0.4568, 0.0524, 0.1121, 0.0695, -0.2727],
  "e_above_lowest_kj_mol": 361.8,
  "smiles": "CC/N=C1/CO1.[H][H]",
  "e_homo_ev": -9.9,
  "lumo_energy_ev": 1.0,
  "total_energy_ha": -287.69465
}

Record 13
{
  "formula": "C4H9NO",
  "method": "ωB97M-V/def2-TZVPD",
  "species": ["H", "H", "C", "H", "C", "O", "C", "H", "N", "H", "H", "H", "H", "C", "H"],
  "positions_angstrom": [[0.042, 0.561, 1.399], [-2.592, 0.869, -0.074], [0.255, 0.833, 0.366], [0.003, -0.815, -0.861], [-0.660, 0.186, -0.629], [2.378, 0.698, -0.847], [1.566, 0.082, -0.180], [1.215, -1.507, 1.108], [1.923, -1.013, 0.589], [-2.616, -0.698, -0.876], [2.910, -1.126, 0.765], [0.347, 1.901, 0.190], [-2.090, -0.554, 0.819], [-2.068, -0.084, -0.164], [-0.610, 0.668, -1.605]],
  "lowdin_charge": [0.1063, 0.0769, -0.1172, 0.1453, -0.2980, 0.0515, -0.5563, 0.0961, 0.1296, 0.0700, 0.1066, 0.1114, 0.0700, -0.1083, 0.1161],
  "e_above_lowest_kj_mol": 153.9,
  "smiles": "CCCC(N)=O",
  "e_homo_ev": -9.3,
  "lumo_energy_ev": 0.9,
  "total_energy_ha": -287.77382
}

Record 14
{
  "formula": "C4H9NO",
  "method": "ωB97M-V/def2-TZVPD",
  "species": ["H", "H", "H", "N", "C", "H", "H", "H", "O", "H", "C", "C", "H", "H", "C"],
  "positions_angstrom": [[1.032, -0.075, 2.108], [-0.029, 1.149, 0.160], [1.642, 1.788, -2.000], [0.169, -0.843, -0.284], [-0.447, 0.085, 0.532], [1.551, 0.667, -0.530], [-0.501, -0.893, 2.442], [-0.405, 0.878, 2.553], [-1.848, -1.523, -1.210], [0.027, 0.987, -1.630], [1.038, 1.183, -1.318], [-0.054, 0.002, 2.000], [-0.045, -1.991, -2.000], [-1.528, 0.184, 0.359], [-0.631, -1.468, -1.225]],
  "lowdin_charge": [0.0748, 0.1122, 0.0277, 0.0121, -0.3780, 0.0094, 0.0762, 0.0735, 0.0287, 0.0153, 0.1533, -0.0770, 0.1197, 0.1255, -0.3733],
  "e_above_lowest_kj_mol": 522.8,
  "e_homo_ev": [-9.9, -9.4],
  "lumo_energy_ev": [-0.8, -1.7],
  "total_energy_ha": -287.63334
}

Record 15
{
  "formula": "C4H9NO",
  "method": "ωB97M-V/def2-TZVPD",
  "species": ["N", "C", "H", "H", "C", "H", "O", "C", "C", "H", "H", "H", "H", "H", "H"],
  "positions_angstrom": [[-0.539, 0.166, 0.378], [1.317, -1.057, -0.322], [1.538, 0.866, -2.290], [-0.772, -1.770, 1.804], [-0.854, 1.300, 1.024], [2.067, -1.538, -0.973], [-1.716, -1.695, 2.106], [0.574, 0.052, -0.514], [0.579, 0.990, -1.671], [-0.151, 2.196, 0.948], [1.436, -1.699, 0.438], [0.349, 1.972, -1.348], [-1.607, 1.300, 1.646], [-2.090, -1.789, 1.214], [-0.132, 0.706, -2.439]],
  "lowdin_charge": [0.0038, 0.0463, 0.1105, 0.0301, 0.0545, 0.0678, -0.1042, -0.4126, -0.0584, 0.1020, 0.0006, 0.0485, 0.0039, 0.0302, 0.0771],
  "e_above_lowest_kj_mol": 353.4,
  "smiles": "C=NC(=C)C.O",
  "e_homo_ev": -8.8,
  "lumo_energy_ev": 0.5,
  "total_energy_ha": -287.69784
}

Record 16
{
  "formula": "C4H9NO",
  "method": "ωB97M-V/def2-TZVPD",
  "species": ["H", "C", "H", "N", "H", "C", "H", "H", "H", "H", "C", "O", "H", "C", "H"],
  "positions_angstrom": [[0.984, -2.517, 1.497], [1.099, -2.133, -1.250], [-2.987, 2.605, 0.622], [1.705, -1.420, -0.361], [2.551, -1.493, 1.656], [-1.231, 1.386, 0.041], [-3.097, 1.011, 0.024], [-2.846, 2.520, -1.142], [0.932, -3.189, -1.049], [1.407, -1.719, -2.217], [1.551, -1.517, 1.135], [-0.144, 1.824, 0.342], [-1.331, 0.249, 0.050], [-2.603, 2.049, -0.135], [0.703, -0.831, 1.605]],
  "lowdin_charge": [0.0825, -0.0781, 0.0229, -0.1114, 0.0682, -0.3282, 0.0919, 0.1053, 0.0637, 0.0614, -0.1644, 0.0347, 0.1050, -0.0429, 0.0894],
  "e_above_lowest_kj_mol": 424.7,
  "smiles": "C=NC.CC=O",
  "e_homo_ev": -9.0,
  "lumo_energy_ev": 0.8,
  "total_energy_ha": -287.67070
}